No. 1
{
  "formula": "C28H45N9OPS",
  "method": "ωB97M-V with the def2-TZVPD basis set",
  "homo_ev": -12.20,
  "e_above_lowest_kj_mol": 0.0,
  "e_lumo_ha": -0.1528,
  "total_charge": 1,
  "orbital_gap_ev": 8.05,
  "elements": ["C", "C", "C", "C", "C", "C", "C", "C", "C", "C", "C", "O", "C", "C", "C", "N", "N", "C", "N", "C", "P", "S", "H", "H", "H", "H", "H", "H", "H", "H", "H", "H", "H", "H", "H", "H", "H", "H", "H", "H", "H", "H", "H", "H", "H", "H", "H", "H", "H", "C", "C", "N", "H", "H", "H", "C", "C", "N", "H", "H", "H", "C", "C", "N", "H", "H", "H", "C", "C", "N", "H", "H", "H", "C", "C", "N", "H", "H", "H", "C", "C", "N", "H", "H", "H"],
  "positions_angstrom": [[-2.001114, 0.893975, -2.760314], [-2.073054, -0.085825, -2.070598], [-2.103489, -1.321882, -1.287541], [-0.700071, -1.965065, -1.168308], [-0.059814, -1.886359, 0.235801], [-0.428468, -0.669186, 1.039679], [-0.072400, 0.619391, 0.638346], [0.775808, 0.862362, -0.557516], [2.182658, 1.405160, -0.211363], [2.935576, 0.631384, 0.886676], [3.278244, 1.487907, 2.093952], [2.109163, 1.810180, 2.834775], [2.064340, 1.241638, 4.129059], [-0.536759, 1.700040, 1.436488], [-0.306119, 3.123336, 1.035460], [-1.217163, 1.548744, 2.547058], [-1.477369, 0.311385, 2.946634], [-2.169691, 0.253365, 4.243885], [-1.294661, -0.331283, 5.259856], [-1.127004, -0.770427, 2.254616], [-1.440454, -2.460361, 2.970581], [0.214702, -3.262864, 3.563454], [-1.794331, 1.793871, -3.294980], [-2.593881, -1.164214, -0.323591], [-2.736236, -2.019928, -1.837688], [-0.075932, -1.547512, -1.954475], [-0.806605, -3.024705, -1.390265], [1.029375, -1.895132, 0.143712], [-0.318094, -2.801817, 0.755608], [0.291242, 1.571153, -1.232778], [0.919129, -0.052058, -1.121614], [2.130165, 2.468538, 0.013568], [2.757740, 1.330751, -1.134764], [3.884579, 0.267940, 0.484123], [2.390842, -0.254240, 1.227770], [3.747733, 2.417336, 1.753003], [4.022814, 0.986900, 2.718641], [1.036129, 1.328177, 4.488206], [2.697490, 1.779936, 4.838010], [2.335645, 0.180347, 4.122008], [-0.895214, 3.787195, 1.661750], [-0.579909, 3.267249, -0.011619], [0.742427, 3.387497, 1.153061], [-2.426338, 1.281059, 4.482417], [-3.077478, -0.337254, 4.133937], [-0.335883, -0.390850, 4.930568], [-1.263511, 0.264325, 6.079930], [-2.448571, -2.320090, 3.929529], [-2.070838, -3.129367, 1.907209], [1.405499, -1.767766, 7.325676], [1.650917, -0.346786, 7.543182], [1.808193, 0.778260, 7.709571], [2.335951, -2.278130, 7.084545], [0.966569, -2.220770, 8.212065], [0.718441, -1.872850, 6.488749], [-5.182670, -4.192431, -0.249676], [-3.828257, -4.361599, -0.757879], [-2.762022, -4.509078, -1.160800], [-5.890065, -4.412856, -1.047652], [-5.357530, -4.875325, 0.579864], [-5.328810, -3.167318, 0.089500], [-4.471883, -6.254425, -4.487989], [-5.569994, -5.920025, -3.589299], [-6.432874, -5.660489, -2.878007], [-4.357910, -7.335204, -4.542991], [-4.679020, -5.866349, -5.483320], [-3.547722, -5.816241, -4.115094], [2.656537, 5.480271, -1.324346], [1.708552, 4.721005, -2.133266], [0.970429, 4.113507, -2.770324], [3.452352, 5.866512, -1.960573], [2.147655, 6.312838, -0.842224], [3.093290, 4.836472, -0.562558], [2.984314, 4.125171, -5.601079], [4.120277, 4.886021, -5.091555], [4.999413, 5.471539, -4.640794], [2.559333, 4.611049, -6.476844], [3.297978, 3.120434, -5.870138], [2.221995, 4.066172, -4.828759], [2.178190, -0.116217, -7.271396], [1.404135, 0.990459, -6.718681], [0.793307, 1.867297, -6.299330], [3.206247, 0.198461, -7.441620], [2.172590, -0.955274, -6.578556], [1.743682, -0.432867, -8.217399]],
  "forces_ev_per_a": [[0.34, 0.07, 0.28], [-0.06, 0.24, 0.16], [-0.03, -0.21, -0.64], [-0.39, -0.14, 0.09], [0.12, 0.17, -0.33], [0.09, 0.57, 0.15], [-0.36, -0.43, 0.35], [0.50, 0.32, -0.15], [0.00, -0.30, -0.14], [0.31, 0.16, 0.02], [0.15, 0.01, -0.07], [-0.05, -0.06, -0.08], [-0.22, 0.06, 0.14], [0.26, 0.50, -0.39], [-0.09, 0.00, -0.08], [-0.07, -0.31, 0.17], [0.14, 0.31, -0.47], [0.31, 0.04, 0.65], [0.01, 0.08, -0.18], [-0.51, -0.71, 0.16], [0.72, -0.34, 0.06], [-0.08, 0.10, 0.06], [-0.21, -0.06, -0.14], [0.07, 0.02, 0.04], [-0.06, -0.03, 0.12], [0.12, 0.05, 0.13], [0.04, -0.01, -0.03], [-0.01, -0.11, 0.02], [0.08, 0.02, 0.17], [-0.06, -0.03, 0.04], [-0.15, -0.03, 0.05], [0.04, -0.01, 0.15], [-0.07, 0.11, -0.06], [-0.05, -0.05, -0.03], [-0.06, 0.01, -0.02], [-0.09, 0.04, 0.05], [-0.13, -0.06, 0.11], [0.04, 0.10, -0.04], [0.10, -0.06, -0.04], [0.08, -0.02, -0.04], [-0.05, -0.04, 0.01], [0.02, 0.03, 0.01], [0.01, -0.05, 0.07], [-0.13, 0.01, -0.19], [-0.06, 0.04, -0.12], [-0.04, -0.04, -0.03], [-0.09, -0.06, 0.04], [-0.08, 0.16, -0.14], [-0.21, 0.21, 0.02], [0.06, 0.04, -0.08], [-0.04, 0.01, 0.12], [-0.02, 0.01, -0.15], [0.00, 0.00, 0.02], [0.00, 0.03, 0.01], [-0.06, -0.19, -0.03], [-0.05, 0.09, 0.01], [0.03, -0.13, 0.02], [-0.08, 0.03, 0.07], [-0.04, -0.03, 0.03], [0.01, -0.02, -0.02], [0.01, 0.00, 0.00], [0.00, 0.00, -0.01], [-0.03, -0.02, 0.02], [0.09, 0.02, -0.04], [0.00, 0.00, 0.00], [0.00, 0.00, 0.00], [0.00, 0.00, 0.01], [0.01, 0.06, -0.08], [0.03, -0.03, 0.05], [-0.03, -0.06, 0.19], [0.01, -0.01, -0.01], [0.00, 0.00, 0.00], [0.01, 0.00, 0.00], [0.06, 0.12, -0.04], [-0.01, -0.01, 0.09], [-0.05, 0.00, 0.03], [0.02, -0.01, -0.01], [0.00, -0.01, 0.00], [-0.07, -0.09, -0.06], [-0.01, 0.01, 0.02], [-0.06, 0.02, -0.05], [0.04, -0.07, 0.04], [0.00, -0.01, 0.00], [0.01, -0.01, -0.01], [0.00, 0.00, 0.00]]
}

---

No. 2
{
  "formula": "C28H45NO34S7",
  "method": "ωB97M-V with the def2-TZVPD basis set",
  "homo_ev": [-0.49, -4.87],
  "multiplicity": 2,
  "s_squared": 0.7636,
  "e_lumo_ha": [0.0475, 0.0475],
  "total_charge": -1,
  "orbital_gap_ev": [1.78, 6.16],
  "elements": ["C", "C", "O", "S", "O", "O", "O", "H", "H", "H", "H", "C", "C", "O", "S", "O", "O", "O", "H", "H", "H", "H", "C", "C", "O", "S", "O", "O", "O", "H", "H", "H", "H", "C", "C", "O", "S", "O", "O", "O", "H", "H", "H", "H", "C", "C", "O", "S", "O", "O", "O", "H", "H", "H", "H", "C", "C", "O", "S", "O", "O", "O", "H", "H", "H", "H", "C", "C", "O", "S", "O", "O", "O", "H", "H", "H", "H", "C", "C", "C", "C", "C", "C", "N", "O", "O", "H", "H", "H", "H", "H", "O", "C", "O", "C", "C", "C", "H", "H", "H", "H", "H", "H", "O", "C", "O", "C", "C", "C", "H", "H", "H", "H", "H", "H"],
  "positions_angstrom": [[-0.042888, -4.254317, 4.276645], [1.260392, -3.614627, 4.674905], [1.168342, -2.234067, 4.342695], [0.296542, -2.139377, 2.949145], [1.007252, -2.751067, 1.784665], [-0.201558, -0.787587, 2.862005], [-0.740158, -3.220987, 3.589845], [-0.530498, -4.732617, 5.126095], [0.081532, -5.133737, 3.644775], [2.121482, -4.029207, 4.150725], [1.425742, -3.671417, 5.750795], [0.534752, 5.485193, 1.212225], [1.830612, 6.096473, 1.638945], [2.800762, 5.118013, 1.470155], [2.196222, 3.698293, 0.937215], [1.878322, 2.834213, 2.116945], [3.054022, 3.159313, -0.102825], [0.892262, 4.421993, 0.375875], [-0.048128, 6.088843, 0.516555], [-0.111728, 5.118793, 2.009665], [1.695072, 6.516203, 2.635725], [2.086802, 6.898123, 0.946265], [2.476962, 3.133293, -4.529415], [2.621002, 2.713613, -3.068835], [2.090332, 1.416423, -3.124465], [2.492392, 0.567873, -4.444445], [1.350322, -0.307817, -4.846345], [3.875152, 0.070393, -4.311515], [2.527162, 2.043213, -5.334875], [3.206162, 3.872343, -4.861365], [1.472002, 3.549113, -4.601835], [1.906872, 3.211163, -2.412655], [3.609362, 2.663093, -2.611995], [5.427742, -4.306237, 0.772855], [4.057552, -4.779517, 0.717975], [3.956672, -5.208387, -0.652395], [4.888472, -4.373187, -1.679015], [4.083462, -3.378997, -2.406415], [5.696202, -5.321937, -2.420505], [5.741042, -3.664847, -0.463475], [6.170392, -5.050667, 1.059895], [5.441622, -3.361437, 1.316235], [3.363172, -3.957667, 0.892615], [3.807472, -5.575417, 1.419475], [-2.995528, 2.172603, 1.705715], [-1.519418, 2.544033, 2.016115], [-1.479658, 3.338093, 3.204725], [-3.041608, 3.554523, 3.779745], [-3.208078, 4.946453, 4.210705], [-3.463048, 2.395063, 4.595105], [-3.673968, 3.231453, 2.271645], [-3.319838, 1.215943, 2.115275], [-3.157348, 2.193773, 0.628005], [-1.092278, 3.256913, 1.310805], [-0.905778, 1.647133, 2.100445], [6.228942, 0.264173, 1.310215], [5.453702, -0.041177, -0.003365], [4.229502, -0.655457, 0.474425], [4.220992, -0.911457, 2.139435], [3.830482, -2.253607, 2.512805], [3.550712, 0.226663, 2.726355], [5.810082, -0.716647, 2.228645], [6.039202, 1.288043, 1.632385], [7.317912, 0.227383, 1.340105], [5.981652, -0.707947, -0.685125], [5.131902, 0.868673, -0.510035], [-3.477518, -5.513197, -2.893715], [-3.232518, -4.932897, -1.483725], [-2.888918, -3.575857, -1.719875], [-2.916608, -3.077827, -3.351775], [-1.543388, -3.154827, -3.861635], [-3.688218, -1.858317, -3.540255], [-3.845378, -4.423297, -3.680185], [-4.295988, -6.232757, -2.914825], [-2.556098, -6.037077, -3.147965], [-2.378928, -5.371897, -0.967215], [-4.082738, -4.779047, -0.819235], [-3.625008, -2.471787, 1.632715], [-3.225288, -1.540877, 0.679235], [-4.177678, -0.788477, -0.026965], [-5.565058, -1.034427, 0.192945], [-5.971008, -2.007737, 1.081215], [-4.953738, -2.776927, 1.708605], [-6.573598, -0.311107, -0.676735], [-7.716278, -0.692107, -0.601705], [-6.190628, 0.549843, -1.441935], [-2.904308, -3.060167, 2.181155], [-2.203688, -1.376007, 0.370105], [-3.834018, -0.138147, -0.817775], [-7.008758, -2.178257, 1.326995], [-5.268828, -3.611277, 2.317685], [-0.785418, 1.094433, -0.727825], [0.011322, 0.165163, -0.957015], [-0.378688, -0.722837, -1.884265], [0.453662, -1.854597, -1.981945], [1.738182, -1.436597, -1.203265], [1.304732, -0.257047, -0.405815], [0.590772, -2.145127, -3.023525], [-0.011038, -2.709007, -1.489885], [2.548952, -1.236157, -1.903675], [2.188602, -2.153817, -0.517095], [2.106462, 0.477703, -0.479795], [1.276042, -0.430467, 0.669915], [-5.849088, 4.355573, -1.450385], [-4.635268, 4.603083, -1.546165], [-3.776858, 3.677163, -1.998205], [-2.426098, 4.183313, -1.965965], [-2.521678, 5.471303, -1.098625], [-3.971548, 5.998403, -1.335755], [-2.200258, 4.444683, -2.999775], [-1.714988, 3.444653, -1.596085], [-1.724928, 6.194643, -1.271955], [-2.429708, 5.230443, -0.039555], [-4.204328, 6.504763, -2.272505], [-4.319838, 6.589263, -0.488585]],
  "forces_ev_per_a": [[0.22, -1.01, -0.55], [1.34, 0.16, 0.56], [0.11, 0.50, -1.45], [1.41, -0.45, -0.36], [-1.87, 1.38, 3.17], [0.34, -2.42, 0.11], [-1.08, 0.43, -0.96], [-0.88, 1.15, 0.15], [0.31, 0.31, -0.63], [-0.01, -0.14, 0.02], [0.07, 0.13, -0.10], [-1.77, 0.24, -0.42], [-0.74, 1.66, -0.37], [1.41, -1.75, 0.28], [0.12, -2.02, 3.12], [0.77, 2.63, -3.56], [-1.47, 1.18, 1.26], [0.85, -2.32, -1.32], [-0.05, 0.47, 0.53], [0.16, 0.05, 0.23], [0.67, -0.36, 0.21], [0.09, 0.20, 0.14], [-0.52, 2.28, 1.17], [-0.11, -0.19, 0.03], [-0.61, -2.94, 0.00], [-0.56, 0.16, -0.28], [3.79, 2.86, 1.14], [-3.13, 0.93, -0.54], [0.54, -4.17, -1.07], [0.08, -0.04, 0.10], [-0.06, 0.33, -0.19], [0.43, 0.41, -0.09], [0.11, 0.32, -0.29], [1.87, 2.34, 1.26], [-1.58, 0.25, -0.78], [-0.35, -0.55, -0.90], [-0.94, 0.39, -0.74], [2.06, -1.99, 1.81], [-0.97, 1.40, 1.08], [-0.55, -0.84, -2.57], [0.08, 0.13, -0.16], [0.43, -0.91, 1.43], [-0.16, -0.05, -0.12], [0.18, -0.24, -0.43], [1.75, -0.54, -0.53], [0.22, -0.52, -0.76], [-1.95, 0.39, 2.11], [-0.10, -1.94, -0.79], [0.28, -2.96, -1.07], [1.22, 3.09, -1.17], [-1.38, 2.85, 2.38], [0.15, -0.02, 0.02], [-0.14, -0.11, 0.09], [-0.20, -0.65, -0.65], [0.10, 0.25, 0.17], [0.60, 0.95, -0.74], [-0.13, 0.12, 0.95], [-0.17, -1.04, 1.49], [-0.74, 1.65, -1.16], [0.99, 1.75, -0.74], [0.81, -1.67, -0.57], [-0.69, -0.91, 1.14], [-0.68, -0.10, 0.37], [-0.05, -0.49, -0.71], [-0.21, -0.17, 0.14], [0.26, -0.02, 0.00], [0.04, -0.74, 1.73], [-0.25, 1.11, -0.04], [1.06, 2.34, -2.16], [0.08, -0.28, 2.18], [-2.68, -0.31, 0.57], [1.38, -2.87, 0.31], [0.76, 1.60, -1.66], [-0.03, 0.18, -0.05], [0.07, 0.29, -0.83], [-0.20, -0.32, -0.04], [-0.27, -0.94, -0.05], [1.18, -0.65, -0.41], [-1.02, 1.68, -1.14], [0.63, -1.12, 0.55], [-1.18, 2.79, -2.72], [1.02, -1.70, 1.17], [-2.48, 0.68, 0.22], [4.46, -2.67, 3.32], [-3.73, -1.09, 0.39], [1.14, 2.06, -1.69], [0.12, -0.09, 0.02], [0.34, -0.06, 0.35], [-0.26, 0.19, -0.02], [-0.03, -0.09, -0.37], [-0.10, -0.04, 0.36], [2.61, -1.42, 0.15], [-3.54, 1.73, -0.59], [-0.55, 0.22, -0.32], [1.24, -0.90, 0.90], [0.29, -1.22, -0.76], [1.67, 1.09, 0.96], [0.14, 0.41, 0.10], [-0.34, 0.08, 0.09], [-0.08, 0.39, -0.07], [-0.48, -0.55, -0.27], [-0.49, 0.66, -0.10], [-0.53, -0.17, -0.02], [3.54, 0.89, -0.17], [-4.57, -0.04, 0.32], [0.63, 0.22, 0.65], [-0.44, 1.21, 0.05], [-0.07, 0.35, -0.38], [0.92, -2.10, 0.19], [0.33, -0.02, -0.05], [-0.32, -0.18, 0.05], [0.04, 0.00, -0.44], [-0.20, -0.27, 0.11], [0.55, 0.28, -0.04], [-0.37, -0.39, -0.18]]
}

---

Result set for energy: -2401.12488; -6493.77182 Eh, one per record in the order listed.